No. 1
{"formula": "C3H11NO3", "method": "ωB97M-V with the def2-TZVPD basis set", "relative_energy_kj_mol": 176.1, "charge": 0, "smiles": "CNCC=O.O.O", "homo_ha": -0.3467, "symbols": ["C", "N", "C", "C", "O", "H", "H", "H", "H", "H", "H", "H", "O", "H", "H", "O", "H", "H"], "xyz": [[1.55060, 0.29231, 2.07396], [1.07983, -0.06385, 0.74355], [-0.33596, 0.14129, 0.48914], [-0.74235, -0.65058, -0.73336], [-1.28708, -0.15936, -1.69179], [0.81416, -0.02084, 2.81192], [1.77896, 1.35333, 2.23768], [2.49723, -0.22537, 2.25420], [1.67900, 0.35102, 0.04033], [-0.86127, -0.34296, 1.31584], [-0.60205, 1.19744, 0.38065], [-0.72628, -1.74314, -0.61893], [0.25210, -2.78888, 1.44369], [0.42038, -3.68245, 1.76210], [1.09191, -2.32220, 1.33974], [-0.74545, 3.09219, -2.53845], [-1.05518, 2.28604, -2.96933], [-0.97166, 2.97020, -1.60676]], "atomic_forces_ev_per_a": [[0.40, 0.05, -0.01], [0.35, -0.25, 0.12], [0.86, -0.14, -0.23], [-1.35, 0.18, 0.21], [0.39, 0.20, -0.16], [0.08, -0.09, 0.05], [-0.33, 0.10, -0.15], [-0.14, -0.10, 0.16], [-0.26, 0.02, -0.06], [-0.18, 0.25, 0.07], [-0.29, -0.04, 0.03], [0.58, -0.11, -0.04], [-0.22, -0.12, 0.09], [0.20, 0.21, -0.05], [-0.08, -0.08, -0.07], [-0.04, -0.03, 0.16], [0.03, 0.01, 0.17], [0.01, -0.05, -0.30]]}



No. 2
{"formula": "C2H4NO3", "method": "ωB97M-V with the def2-TZVPD basis set", "relative_energy_kj_mol": 177.1, "charge": 1, "homo_ha": -0.6435, "symbols": ["C", "C", "N", "O", "O", "O", "H", "H", "H", "H"], "xyz": [[-1.16744, 0.91422, -1.17196], [0.62477, -0.32997, -0.45315], [-1.78537, 1.95174, -1.83644], [-2.28413, 2.97842, -1.67639], [-1.49126, 1.26402, -2.87321], [0.05769, 0.93198, -0.68933], [-1.92353, -0.17940, -0.88929], [-0.02470, -1.12826, -0.73522], [1.12821, -0.47807, 0.55484], [1.39549, -0.41119, -1.26804]], "atomic_forces_ev_per_a": [[0.54, -5.91, 3.18], [3.37, -1.96, -0.54], [0.63, 0.28, -1.70], [-0.51, 0.81, 0.26], [-0.21, 0.51, 0.83], [-3.92, 2.18, -1.24], [2.31, 3.77, -1.04], [-0.93, -0.51, 0.42], [-1.05, 0.74, -1.22], [-0.24, 0.10, 1.06]]}



No. 3
{"formula": "C36H66B4CaF16N12", "method": "ωB97M-V with the def2-TZVPD basis set", "charge": 4, "homo_ha": -0.4997, "symbols": ["Ca", "C", "C", "N", "C", "C", "N", "C", "C", "H", "H", "H", "H", "H", "H", "H", "H", "H", "H", "H", "C", "C", "N", "C", "C", "N", "C", "C", "H", "H", "H", "H", "H", "H", "H", "H", "H", "H", "H", "C", "C", "N", "C", "C", "N", "C", "C", "H", "H", "H", "H", "H", "H", "H", "H", "H", "H", "H", "C", "C", "N", "C", "C", "N", "C", "C", "H", "H", "H", "H", "H", "H", "H", "H", "H", "H", "H", "C", "C", "N", "C", "C", "N", "C", "C", "H", "H", "H", "H", "H", "H", "H", "H", "H", "H", "H", "C", "C", "N", "C", "C", "N", "C", "C", "H", "H", "H", "H", "H", "H", "H", "H", "H", "H", "H", "B", "F", "F", "F", "F", "B", "F", "F", "F", "F", "B", "F", "F", "F", "F", "B", "F", "F", "F", "F"], "xyz": [[3.83299, 5.42488, 1.18547], [4.69270, 0.88369, 8.34259], [3.91799, -0.28792, 9.02237], [3.56215, -1.36593, 8.08085], [2.79892, -1.39483, 6.93308], [2.73658, -2.69037, 6.43474], [3.64491, -3.48317, 7.18710], [4.10928, -2.61390, 8.21047], [4.15249, -4.74619, 6.82073], [5.72393, 0.54669, 8.23720], [4.79485, 1.70962, 9.04651], [4.29892, 1.25193, 7.39526], [2.93094, 0.02313, 9.36458], [4.43306, -0.69515, 9.89240], [2.29325, -0.48980, 6.63038], [2.34458, -2.99077, 5.47428], [4.87003, -2.96053, 8.89422], [5.19849, -4.69345, 6.51872], [3.53712, -5.06901, 5.98096], [3.99233, -5.47786, 7.61262], [-5.82295, -0.72829, 2.89791], [-6.19172, -1.52319, 4.18785], [-5.95865, -2.96611, 3.99386], [-4.77848, -3.42283, 3.32388], [-4.81251, -4.84226, 3.46225], [-5.86339, -5.18023, 4.29873], [-6.56952, -4.05286, 4.49619], [-6.15564, -6.50405, 4.88830], [-6.37634, -1.01393, 2.00333], [-4.76845, -0.52576, 2.71053], [-6.19874, 0.25267, 3.18879], [-7.23939, -1.39439, 4.45968], [-5.68667, -1.01310, 5.00812], [-4.11397, -2.72531, 2.83574], [-4.17663, -5.66375, 3.16694], [-7.30216, -4.01839, 5.28894], [-7.08817, -6.96553, 4.56346], [-6.29046, -6.41295, 5.96609], [-5.27663, -7.10802, 4.66320], [9.34124, -1.77377, 4.58156], [9.94754, -2.27652, 3.23353], [9.00888, -3.23822, 2.57211], [7.68519, -3.04168, 2.25165], [7.30217, -4.10785, 1.41211], [8.13613, -5.16116, 1.74460], [9.20628, -4.61592, 2.40866], [8.01745, -6.58248, 1.35176], [10.09216, -1.18263, 5.10576], [8.90349, -2.62236, 5.10727], [8.57623, -1.01173, 4.43281], [10.94913, -2.68858, 3.35651], [10.07390, -1.37002, 2.64160], [7.34100, -2.04500, 2.48520], [6.40589, -4.22433, 0.82091], [10.09935, -5.13387, 2.72579], [8.77500, -7.11912, 1.92295], [8.35541, -6.68100, 0.32017], [6.97107, -6.88074, 1.41686], [1.75287, -5.09703, -7.00455], [2.61951, -4.11236, -7.84112], [2.84662, -2.91334, -7.13217], [3.58395, -2.83930, -6.00027], [3.81590, -1.53785, -5.58180], [3.22980, -0.72521, -6.54656], [2.67005, -1.59827, -7.52042], [3.42250, 0.67612, -6.60370], [1.37731, -5.84096, -7.70713], [0.86131, -4.57049, -6.66398], [2.24430, -5.55365, -6.14542], [2.18530, -3.81876, -8.79682], [3.57133, -4.63349, -7.94391], [3.80770, -3.75564, -5.47429], [4.29938, -1.14311, -4.70041], [2.41121, -1.22742, -8.50117], [2.46068, 1.18719, -6.64615], [3.88384, 0.91620, -7.56163], [4.02490, 0.91808, -5.72810], [-4.65007, -0.51145, -4.76149], [-5.63486, -1.52601, -5.46308], [-6.94269, -0.86690, -5.39312], [-7.37947, 0.14956, -6.22797], [-8.71569, 0.41469, -6.00412], [-9.11648, -0.35795, -4.96318], [-7.97782, -1.03697, -4.54461], [-10.34677, -0.43091, -4.27571], [-3.60391, -0.77688, -4.91372], [-4.83690, -0.51084, -3.68762], [-4.61761, 0.52443, -5.09913], [-5.73027, -2.53205, -5.05457], [-5.37092, -1.72439, -6.50187], [-6.76027, 0.58286, -6.99948], [-9.34465, 1.11571, -6.53267], [-7.98756, -1.77605, -3.75718], [-10.55985, -1.46777, -4.01568], [-11.17994, -0.05811, -4.87150], [-10.31281, 0.21593, -3.39906], [-7.89016, 7.89673, -1.66570], [-7.30169, 6.52703, -1.47291], [-5.99661, 6.48194, -2.24408], [-4.79708, 6.03180, -1.75816], [-3.87783, 5.97529, -2.75943], [-4.49765, 6.44913, -3.90793], [-5.86928, 6.72167, -3.59238], [-3.86701, 6.42519, -5.21695], [-7.98947, 8.12172, -2.72760], [-7.17772, 8.68346, -1.41757], [-8.89648, 8.05240, -1.27686], [-7.89251, 5.68623, -1.83634], [-7.07287, 6.34242, -0.42331], [-4.76651, 5.78223, -0.70783], [-2.84129, 5.67258, -2.74100], [-6.60351, 6.95464, -4.34936], [-3.24639, 5.53615, -5.32893], [-3.35616, 7.37339, -5.38440], [-4.60234, 6.30609, -6.01270], [1.86086, 1.48601, 0.03596], [2.50975, 2.32407, -0.80421], [0.49631, 1.60654, -0.24454], [2.34815, 0.23923, -0.31409], [2.22448, 1.80495, 1.26805], [-0.19423, 5.60188, 3.80057], [0.02119, 5.67790, 2.43552], [-0.95880, 4.47593, 4.09078], [1.07365, 5.56140, 4.37744], [-0.83469, 6.74410, 4.21151], [2.81457, 8.54519, -2.76435], [2.21166, 8.50537, -1.54152], [1.94031, 8.55139, -3.90378], [3.55241, 9.69513, -2.84350], [3.64574, 7.50835, -2.81818], [7.90235, 3.45729, 0.74737], [7.55001, 4.61452, 0.05639], [7.11622, 3.50263, 1.86583], [7.67977, 2.32863, 0.06528], [9.20038, 3.67606, 1.10820]], "atomic_forces_ev_per_a": [[-0.17, -0.44, -0.53], [0.48, -0.93, 0.97], [-1.15, 1.59, -0.73], [2.12, -3.95, -0.42], [-0.85, -0.63, 0.31], [2.01, 1.08, 0.72], [-0.95, 5.88, 2.06], [-1.20, -1.13, -2.44], [-0.15, -1.58, -0.37], [0.04, -0.02, -0.51], [-0.44, 0.04, 0.00], [-0.16, -0.22, 0.17], [0.14, 0.42, 0.27], [0.11, -0.17, -0.36], [-0.10, -0.22, -0.19], [-0.15, -0.23, 0.30], [-0.20, 0.35, 0.28], [-0.09, -0.03, 0.09], [0.27, -0.17, -0.07], [0.26, 0.05, 0.04], [-1.04, 0.72, 1.20], [-0.54, 0.63, -1.26], [2.46, -1.70, -0.43], [-2.01, -2.79, 0.95], [0.39, 1.91, 0.58], [-0.70, 1.82, -1.21], [0.52, 0.43, 1.74], [0.14, 0.08, 0.20], [0.20, -0.29, 0.10], [0.03, -0.60, 0.08], [-0.06, 0.30, -0.36], [-0.13, -0.10, -0.45], [0.64, -0.96, 0.25], [-0.10, -0.35, -0.03], [0.29, 0.49, -0.30], [-0.45, 0.20, -0.40], [0.23, 0.21, -0.68], [0.44, 0.23, 0.01], [-0.35, -0.21, 0.13], [0.18, -0.03, -0.92], [-0.92, 0.95, 1.03], [0.02, -4.04, 0.91], [1.07, 0.58, -2.74], [-0.83, 0.76, 2.91], [2.11, 1.76, 0.24], [-0.66, 1.70, -0.66], [0.77, 0.84, -0.69], [0.21, -0.65, 0.36], [0.36, 0.22, 0.50], [-0.32, -0.26, -0.40], [-0.37, -0.53, -0.05], [-0.17, -0.39, -0.64], [-0.64, -0.09, -0.68], [0.04, -0.13, 0.25], [-0.11, -0.07, -0.13], [-0.68, -0.30, 0.32], [-0.23, 0.08, -0.12], [0.37, -0.25, 0.41], [-0.82, 0.84, -1.04], [-0.56, -2.03, 0.14], [1.25, 5.36, 0.53], [0.40, 0.00, 2.29], [-1.15, -1.01, -1.63], [-0.70, -5.33, -1.41], [1.38, 0.78, 1.90], [-0.41, 1.21, -0.82], [0.25, -0.33, 0.26], [-0.02, 0.02, 0.20], [0.19, 0.07, -0.29], [-0.01, -0.52, 0.01], [0.14, 0.40, -0.63], [0.19, 0.16, 0.01], [-0.04, -0.08, -0.13], [-0.43, -0.26, 0.10], [0.06, 0.10, 0.56], [0.53, 0.18, 0.31], [-0.14, 0.55, -0.37], [0.64, -1.25, 0.04], [0.80, 1.56, 0.50], [-2.98, 1.56, 0.11], [-0.56, 0.05, -1.06], [1.35, 0.24, -0.50], [4.36, -1.07, 0.29], [-1.06, -1.09, -0.83], [-1.75, 0.25, 0.89], [-0.04, -0.58, 0.13], [-0.01, 0.03, -0.03], [-0.94, -0.11, -0.40], [0.20, 0.33, 0.64], [-0.24, 0.49, -0.11], [0.03, -0.20, 0.08], [-0.07, -0.15, 0.15], [-0.08, 0.08, -0.02], [-0.01, 0.17, 0.13], [0.26, -0.11, -0.30], [-0.02, -0.25, 0.17], [-0.20, 0.71, -1.27], [0.92, 0.13, -0.29], [-0.27, 0.00, -2.21], [-0.34, -0.10, 0.53], [-0.75, 0.74, -0.37], [-3.24, -0.54, 1.74], [3.86, -1.16, 1.10], [-0.40, 0.26, -0.84], [-0.30, -0.38, -0.33], [-0.18, -0.10, 0.90], [0.34, -0.10, 0.48], [-0.20, 0.24, -0.04], [0.24, -0.04, -0.12], [0.45, 0.00, -0.14], [-0.09, 0.14, -0.02], [-0.03, 0.21, 0.35], [0.34, 0.36, 0.40], [0.33, -0.31, 0.00], [-0.31, 0.24, 0.23], [-0.80, -0.97, -2.26], [1.48, 2.82, -1.88], [-0.64, -0.31, 0.50], [-0.13, -1.92, 0.15], [0.34, 0.78, 3.63], [-0.45, 0.34, 0.28], [0.44, -0.15, -1.93], [-0.01, -0.52, 0.22], [1.24, -0.50, 0.61], [-0.54, 0.62, 0.38], [-0.52, 2.09, -1.79], [-1.78, -0.30, 1.83], [-0.38, -0.49, 0.74], [0.71, 1.45, 0.00], [1.95, -3.32, -0.30], [1.06, 2.04, 0.04], [-1.29, 1.10, -1.52], [-2.09, -0.38, 2.47], [-0.26, -1.87, -1.20], [1.54, -0.73, 0.45]]}



| no. | orbital gap (eV) |
| --- | --- |
| 1 | 10.087 |
| 2 | 10.517 |
| 3 | 6.077 |